[1]
DFT (ωB97M-V with the def2-TZVPD basis set) results for a structure of composition C30H32BCdN10O9P2 at a distorted geometry.

Structure (ORCA input):
```
! wB97M-V def2-TZVPD RIJCOSX def2/J DEFGRID3
* xyz -2 2
Cd -2.07 0.91 0.88
C -3.55 -2.27 2.14
C -3.30 -2.01 0.68
C -3.97 -2.63 -0.43
C -3.18 -2.33 -1.50
N -2.09 -1.67 -1.15
N -2.28 -1.29 0.19
B -0.75 -1.27 -1.86
N -0.68 0.28 -2.05
C -0.37 0.96 -3.23
C -0.53 2.31 -3.00
C -0.82 2.46 -1.64
C -0.74 3.72 -0.90
N -1.00 1.27 -1.10
N 0.35 -1.73 -0.94
C 1.73 -1.74 -1.41
C 2.63 -1.56 0.98
C 0.59 -3.02 1.01
C 0.06 -4.15 1.91
N 0.10 -2.85 -0.15
N -0.74 -1.93 -3.26
C -1.24 -3.21 -3.61
C -0.95 -3.39 -4.95
C -0.16 -2.27 -5.36
C 0.46 -2.03 -6.67
N -0.02 -1.47 -4.29
H -4.21 -1.49 2.56
H -2.60 -2.22 2.72
H -4.05 -3.25 2.25
H -4.86 -3.23 -0.32
H -3.28 -2.80 -2.46
H 0.03 0.53 -4.15
H -0.36 3.11 -3.74
H -0.66 4.62 -1.52
H 0.11 3.57 -0.17
H -1.66 3.95 -0.31
H 1.85 -0.90 -2.10
H 3.29 -1.18 1.74
H -0.58 -3.64 2.67
H 0.97 -4.61 2.31
H -0.63 -4.90 1.45
H -1.68 -3.83 -2.83
H -1.16 -4.29 -5.53
H 0.66 -2.98 -7.22
H 1.40 -1.47 -6.58
H -0.17 -1.40 -7.27
O 1.72 -2.43 1.61
C 2.79 -1.35 -0.35
C 2.10 -3.12 -1.91
C 3.28 -3.31 -2.52
C 4.20 -2.24 -2.71
C 4.45 -1.06 -2.05
C 3.88 -0.60 -0.82
C 4.59 0.51 -0.11
N 3.87 1.44 0.47
N 3.83 2.24 1.43
C 2.47 2.70 1.58
O 1.57 2.41 0.80
C 2.17 3.54 2.81
C 3.08 4.18 3.65
C 2.64 4.89 4.78
C 1.30 4.99 5.12
C 0.36 4.32 4.36
C 0.82 3.68 3.14
H 1.39 -3.96 -1.92
H 3.56 -4.24 -3.01
H 5.03 -2.41 -3.43
H 5.24 -0.48 -2.50
H 5.73 0.51 -0.09
H 4.19 4.03 3.44
H 3.35 5.40 5.38
H 1.06 5.54 6.00
H -0.69 4.40 4.61
H 0.06 3.24 2.45
O -2.43 2.24 5.24
P -2.57 1.04 4.16
O -2.65 -0.22 4.93
O -1.53 1.05 3.03
O -3.93 1.41 3.33
P -4.38 2.59 2.34
O -3.83 3.95 3.11
O -5.86 2.52 2.28
O -3.51 2.61 1.04
H -2.78 3.05 4.83
H -4.49 4.29 3.71
*
```

Calculated values
- energy (a.u.) = -3262.6895
- LUMO level (spin up / spin down) (eV) = 4.17 / 4.16
- HOMO (spin up / spin down) (eV) = -0.98 / -1.46

[2]
DFT (ωB97M-V with the def2-TZVPD basis set) results for a structure of composition C30H32BClI2N10NaO2.

Structure (ORCA input):
```
! wB97M-V def2-TZVPD RIJCOSX def2/J DEFGRID3
* xyz -1 1
Na 0.68 0.37 0.34
Cl 0.71 0.54 -6.97
C 0.31 0.61 -5.27
C -0.36 1.74 -4.76
C -0.68 1.81 -3.43
C -0.36 0.76 -2.50
O -0.66 0.88 -1.28
C 0.32 -0.38 -3.06
C 0.72 -1.53 -2.28
N 0.61 -1.64 -1.01
C 0.86 -2.87 -0.39
C 0.88 -4.10 -1.02
C 1.11 -5.29 -0.31
C 1.31 -5.28 1.04
C 1.26 -4.05 1.74
C 1.39 -3.98 3.14
C 1.28 -2.77 3.77
C 1.04 -1.63 2.98
N 0.91 -1.65 1.68
C 1.03 -2.84 1.04
C 0.63 -0.42 -4.43
H -0.60 2.56 -5.43
H -1.17 2.69 -3.03
H 1.14 -2.34 -2.89
H 0.67 -4.16 -2.08
H 1.12 -6.23 -0.85
H 1.48 -6.19 1.60
H 1.55 -4.89 3.70
H 1.35 -2.68 4.85
H 0.93 -0.65 3.45
H 1.15 -1.29 -4.83
C 3.18 2.17 -2.66
C 3.16 0.98 -1.93
N 2.83 1.18 -0.66
N 2.64 2.52 -0.54
C 2.84 3.13 -1.72
B 2.23 3.24 0.77
N 2.80 2.53 2.00
C 3.70 3.05 2.86
C 3.98 2.10 3.81
C 3.19 1.00 3.44
N 2.48 1.27 2.35
N 0.69 3.43 0.89
C 0.02 4.50 0.42
C -1.33 4.30 0.63
C -1.37 3.04 1.25
N -0.16 2.52 1.40
H 3.40 2.32 -3.70
H 3.35 -0.03 -2.27
H 2.74 4.20 -1.81
H 2.70 4.36 0.71
H 4.07 4.05 2.72
H 4.66 2.18 4.65
H 3.11 0.03 3.90
H 0.56 5.33 -0.01
H -2.14 4.96 0.38
H -2.24 2.48 1.58
I -2.41 -4.06 1.76
I -2.63 -6.18 3.38
C -3.41 -1.48 -2.12
N -3.51 -0.59 -0.98
C -3.64 0.82 -1.32
C -2.90 -1.00 0.18
O -2.20 -2.03 0.20
N -3.12 -0.24 1.30
C -2.25 -0.44 2.45
C -4.36 0.44 1.56
H -4.29 -1.33 -2.76
H -3.37 -2.51 -1.79
H -2.51 -1.27 -2.71
H -3.13 1.00 -2.27
H -3.15 1.45 -0.59
H -4.69 1.10 -1.42
H -1.32 -0.89 2.12
H -2.72 -1.09 3.19
H -2.04 0.53 2.91
H -5.08 0.24 0.77
H -4.23 1.53 1.64
H -4.78 0.08 2.50
*
```

Calculated values
- energy (a.u.) = -3103.4566
- LUMO level (eV) = 1.47
- HOMO (eV) = -4.50

[3]
DFT (ωB97M-V with the def2-TZVPD basis set) results for a structure of composition C30H32Br3FNO19 at a distorted geometry.

Structure (ORCA input):
```
! wB97M-V def2-TZVPD RIJCOSX def2/J DEFGRID3
* xyz -1 1
C 1.60 0.43 -2.05
C 1.44 -0.68 -0.99
Br 1.89 -0.03 0.83
C 0.09 -1.46 -1.07
Br -0.20 -2.46 0.61
C -1.15 -0.62 -1.29
C -1.28 0.62 -0.69
C -2.35 1.46 -0.87
C -2.39 2.84 -0.19
O -2.88 3.79 -0.85
O -1.92 2.92 0.95
C -3.36 1.03 -1.69
C -3.24 -0.23 -2.31
C -2.16 -1.06 -2.14
C -2.18 -2.37 -2.94
C -1.92 -3.66 -2.11
C -3.02 -4.03 -1.08
F -2.44 -4.99 -0.21
C -4.47 -0.40 -3.17
O -4.67 -1.07 -4.15
N -5.48 0.51 -2.61
Br -5.96 -0.26 -0.92
C -4.67 1.68 -2.16
O -5.01 2.81 -2.24
H 2.03 -0.04 -2.94
H 0.66 0.89 -2.36
H 2.31 1.18 -1.70
H 2.23 -1.41 -1.19
H 0.18 -2.14 -1.93
H -0.49 0.99 -0.05
H -1.50 -2.26 -3.79
H -3.19 -2.46 -3.38
H -1.88 -4.49 -2.83
H -0.98 -3.68 -1.58
H -3.84 -4.55 -1.57
H -3.34 -3.21 -0.45
C 3.80 -0.93 5.05
C 5.20 -1.48 5.00
O 5.44 -1.58 3.59
C 4.61 -0.70 2.97
O 4.67 -0.42 1.82
O 3.70 -0.19 3.84
H 3.63 -0.29 5.92
H 3.04 -1.72 5.04
H 5.93 -0.80 5.44
H 5.29 -2.45 5.48
C -7.71 -4.12 -4.86
C -7.12 -5.46 -5.23
O -5.73 -5.27 -4.97
C -5.61 -4.27 -4.06
O -4.61 -3.98 -3.50
O -6.80 -3.65 -3.86
H -8.72 -4.19 -4.46
H -7.71 -3.41 -5.69
H -7.49 -6.27 -4.61
H -7.29 -5.71 -6.28
C 4.76 -2.05 10.28
C 4.68 -2.99 9.10
O 4.72 -2.09 7.99
C 5.32 -0.94 8.41
O 5.66 -0.05 7.70
O 5.48 -0.94 9.76
H 5.28 -2.49 11.13
H 3.77 -1.71 10.61
H 5.54 -3.66 9.03
H 3.77 -3.58 9.09
C -1.24 5.54 -3.12
C -1.19 6.82 -2.33
O 0.21 6.95 -2.04
C 0.89 6.26 -2.98
O 2.07 6.31 -3.12
O 0.06 5.51 -3.74
H -2.02 5.54 -3.88
H -1.36 4.66 -2.49
H -1.51 7.69 -2.92
H -1.78 6.77 -1.42
C 5.16 4.74 -0.20
C 3.65 4.75 -0.16
O 3.32 3.69 -1.06
C 4.37 2.84 -1.11
O 4.34 1.77 -1.63
O 5.45 3.37 -0.49
H 5.61 5.03 0.75
H 5.57 5.36 -0.99
H 3.25 4.52 0.83
H 3.23 5.69 -0.50
*
```

Calculated values
- energy (a.u.) = -10468.6903
- LUMO level (eV) = 1.44
- HOMO (eV) = -4.86

[4]
DFT (ωB97M-V with the def2-TZVPD basis set) results for a structure of composition C30H32BrN6O2SSnTe at a distorted geometry.

Structure (ORCA input):
```
! wB97M-V def2-TZVPD RIJCOSX def2/J DEFGRID3
* xyz -1 1
Sn -0.18 -0.01 -0.09
Br 5.29 -0.01 -5.82
C 4.27 0.21 -4.22
C 4.50 1.30 -3.41
C 3.73 1.47 -2.29
C 2.70 0.57 -1.92
O 1.97 0.82 -0.91
C 2.55 -0.60 -2.73
C 1.67 -1.68 -2.43
N 0.87 -1.75 -1.43
C -0.01 -2.78 -1.26
C -0.70 -3.36 -2.30
C -1.65 -4.35 -2.07
C -1.93 -4.78 -0.79
C -1.27 -4.19 0.30
C -1.54 -4.53 1.64
C -0.81 -3.95 2.64
C 0.17 -3.02 2.30
N 0.42 -2.63 1.07
C -0.28 -3.19 0.07
C 3.33 -0.74 -3.89
H 5.28 2.01 -3.65
H 3.91 2.31 -1.63
H 1.74 -2.53 -3.12
H -0.56 -2.99 -3.30
H -2.18 -4.79 -2.90
H -2.66 -5.56 -0.61
H -2.33 -5.25 1.85
H -0.97 -4.21 3.68
H 0.78 -2.56 3.07
H 3.16 -1.59 -4.54
C -2.50 -0.74 2.42
N -2.12 0.53 1.83
C -1.56 1.37 2.87
N -2.51 1.60 3.95
C -2.89 0.31 4.50
N -3.48 -0.57 3.49
C -4.64 0.11 2.92
N -4.31 1.40 2.35
C -3.31 1.18 1.30
C -3.70 2.23 3.38
H -1.61 -1.22 2.84
H -2.91 -1.39 1.65
H -1.27 2.32 2.42
H -0.67 0.89 3.28
H -3.62 0.46 5.30
H -2.01 -0.18 4.91
H -5.39 0.25 3.71
H -5.06 -0.53 2.14
H -3.02 2.13 0.87
H -3.75 0.55 0.52
H -4.43 2.41 4.18
H -3.40 3.18 2.93
Te -1.83 0.58 -2.06
C 1.71 8.28 2.88
C 1.63 6.91 2.29
C 0.54 6.52 1.53
C 0.51 5.28 0.92
C 1.59 4.43 1.03
C 2.65 4.77 1.86
C 2.66 6.00 2.49
S 1.59 2.79 0.20
C 1.35 3.53 -1.46
O 0.23 2.35 0.61
H 1.02 8.96 2.38
H 2.72 8.69 2.78
H 1.46 8.27 3.94
H -0.30 7.20 1.40
H -0.35 4.97 0.35
H 3.46 4.06 1.99
H 3.48 6.26 3.14
H 0.53 4.23 -1.42
H 1.09 2.72 -2.13
H 2.27 4.01 -1.76
*
```

Calculated values
- energy (a.u.) = -5095.9664
- LUMO level (eV) = 2.20
- HOMO (eV) = -2.92

Question: What is the energy in the third record?
Answer: -10468.6903 a.u.

Question: What is the energy in the third record?
Answer: -10468.6903 a.u.